The following is a quantum chemistry calculation of 2 unconnected molecules or ions with the total composition C4H11NO, from OMol25.

Element x y z (Å)
C1 -1.81099 1.59737 0.08158
C2 -0.67786 0.81761 -0.68230
C3 -0.55718 -0.55705 -0.23330
C4 0.10645 -0.78716 0.87275
N1 0.49519 -2.13790 1.21455
H1 -1.79997 1.19214 1.09675
H2 -2.61949 1.34036 -0.61001
H3 -1.72888 2.70509 0.04134
H4 -0.69746 1.07238 -1.64655
H5 0.20775 1.24494 -0.25227
H6 -1.04573 -1.36975 -0.66332
H7 0.63363 -0.04791 1.40109
H8 1.12724 -2.18666 1.98734
H9 0.02518 -2.98749 1.01385
O1 2.38201 0.06417 -1.25812
H10 2.85495 -0.64474 -0.89165
H11 3.10516 0.68460 -1.47173

Electronic energy, eV: -7862.127
Net charge: 0
Molecular weight, g mol⁻¹: 89.14
Structure (SMILES): CC/C=C/N.O
2S+1: 1

=====

The following is a quantum chemistry calculation of 2 unconnected molecules or ions with the total composition C4H13N2, from OMol25.

Element x y z (Å)
C1 1.39509 1.03956 -2.32102
C2 1.23501 1.08533 -1.01689
N1 0.85464 -0.08238 -0.23174
C3 1.50328 -0.14378 1.10512
H1 1.29670 0.10519 -2.85813
H2 1.63356 1.94042 -2.86238
H3 1.31386 1.99093 -0.43190
H4 1.06852 -0.92938 -0.75452
H5 2.58277 -0.07156 0.99811
H6 1.12092 0.66418 1.72165
H7 1.26610 -1.10021 1.56865
C4 -2.13243 -1.03238 1.17500
N2 -1.77838 -0.06929 0.09683
H8 -1.57551 -1.95385 1.04545
H9 -1.87418 -0.59856 2.13637
H10 -3.19470 -1.25756 1.18573
H11 -2.22439 -0.36498 -0.76838
H12 -0.28837 -0.04944 -0.10179
H13 -2.20249 0.82775 0.31384

Electronic energy, eV: -7332.109
Net charge: +1
Molecular weight, g mol⁻¹: 89.16
2S+1: 1

=====

The following is a quantum chemistry calculation of a gas-phase ion, C4H9N3 (charge +2), from OMol25.

Element x y z (Å)
C1 -0.55642 -1.99057 -0.10021
N1 0.22033 -0.93977 0.02431
C2 1.71356 -0.86914 0.18815
N2 2.12526 0.28654 -0.06590
C3 1.16069 1.27789 -0.15700
N3 -0.19989 0.41727 -0.34067
C4 -1.39766 0.92111 0.35410
H1 -1.52981 -1.83997 -0.39863
H2 -0.28127 -2.97945 0.24649
H3 2.30010 -1.65986 0.42895
H4 1.07955 1.80304 0.81306
H5 1.18445 1.96623 -0.90161
H6 -0.31351 0.27626 -1.47993
H7 -1.32576 1.46794 1.26457
H8 -1.90158 1.73386 -0.32527
H9 -2.27803 0.12864 0.44960

Electronic energy, eV: -8741.492
Net charge: +2
Molecular weight, g mol⁻¹: 99.14
Structure (SMILES): C=[N+]1C=NC[N@@H+]1C
2S+1: 1

=====

Energy relative to the best compared isomer or geometry (same formula, charge and spin): 2.426, 1.378, 4.258 (eV)
HOMO-LUMO gap: 8.4, 11.4, 9.9 (eV)
Strongest force on any atom: 5.37, 0.39, 5.31 (eV Å⁻¹)